[1]
Below is C14H28NO13S2Tl as an isolated structure, with properties calculated with the ωB97M-V functional and the def2-TZVPD basis.

Computed properties:
Lowest unoccupied orbital energy: -12.65 eV
Total charge: +2
Energy relative to the best compared isomer or geometry (same formula, charge and spin): 1556.3 kJ/mol

Geometry (Å):
Tl 2.0933 -0.6421 -2.3163
N 0.0499 0.1633 -0.7172
O 0.0124 0.6336 -1.8286
O -0.8130 0.5291 0.1635
O 0.8897 -0.6582 -0.5189
O -4.0437 -2.3534 0.4284
C -3.5450 -1.5851 1.2528
O -3.7345 -1.8512 2.6387
C -3.4520 -0.6887 3.3630
C -2.3587 -0.0088 2.4936
C -2.8016 -0.3571 1.0459
H -3.0218 -1.0889 4.2810
H -4.2600 0.0262 3.5187
H -1.3828 -0.4409 2.7148
H -2.1813 1.0471 2.6980
H -1.9386 -0.7418 0.5024
H -3.3194 0.4422 0.5157
O 0.5852 -1.8272 -2.4440
C -0.6675 -1.9340 -2.1686
O -1.4414 -2.3046 -3.1817
C -2.8799 -2.2056 -2.8084
C -2.7463 -1.6321 -1.3762
C -1.3825 -1.8315 -0.8785
H -3.2574 -3.2216 -2.9230
H -3.5244 -1.5804 -3.4264
H -3.4568 -2.2363 -0.8120
H -2.9286 -0.5577 -1.3952
H -1.2970 -2.8109 -0.4079
H -0.9280 -0.9941 -0.3490
O -0.6999 -1.4277 4.1318
S 0.3405 -0.7391 3.3401
O 0.3842 0.7289 3.3865
O 1.8257 -1.5133 3.6684
C 3.0032 -0.7537 3.4144
C 4.0153 -1.9414 3.0822
C 0.2870 -1.2222 1.5226
H 3.0775 -0.1078 4.2893
H 3.1425 -0.1393 2.5249
H 4.2473 -2.5845 3.9312
H 4.8456 -1.5279 2.5097
H 3.5211 -2.6241 2.3911
H 0.0032 -2.2628 1.3653
H 1.3239 -1.1276 1.2004
H -0.4293 -0.5219 1.0929
O -0.8062 2.4121 -3.3738
S 0.5055 2.2243 -2.8022
O 1.3018 0.9912 -2.7860
O 1.4891 3.3857 -3.3806
C 2.9752 3.2078 -3.1668
C 3.5995 4.4855 -3.6317
C 0.4576 2.9170 -1.1653
H 3.3949 2.2766 -3.5474
H 3.1780 3.0729 -2.1043
H 4.5716 4.4492 -3.1400
H 3.2103 5.4151 -3.2165
H 3.6211 4.5667 -4.7185
H -0.2509 2.3019 -0.6105
H 0.1071 3.9082 -1.4531
H 1.4895 2.8614 -0.8185

[2]
Below is C9H60CdNO22 as an isolated structure, with properties calculated with the ωB97M-V functional and the def2-TZVPD basis.

Computed properties:
Lowest unoccupied orbital energy: -3.25 eV
Total charge: +1
Energy relative to the best compared isomer or geometry (same formula, charge and spin): 0.0 kJ/mol

Geometry (Å):
Cd 19.6044 -8.5036 11.8998
C 21.9414 -4.7859 11.2193
C 20.5905 -4.4583 10.5666
C 20.8508 -3.4318 9.4942
C 19.5966 -3.2166 8.6437
C 19.2965 -4.5344 7.9360
C 19.1032 -5.6941 8.9134
N 20.0731 -5.6868 9.9872
O 19.8551 -6.6385 10.9269
C 19.1856 -6.9714 8.0996
C 17.6766 -5.5557 9.4761
C 19.6997 -3.9242 11.6974
H 21.8574 -5.4304 12.1048
H 22.4176 -3.8695 11.5920
H 22.6381 -5.2752 10.5293
H 21.6840 -3.7486 8.8631
H 21.1366 -2.4761 9.9426
H 19.7577 -2.3895 7.9399
H 18.7701 -2.8845 9.2819
H 20.1675 -4.7170 7.2799
H 18.4619 -4.4455 7.2469
H 18.8874 -7.8906 8.6188
H 20.2127 -7.1121 7.7496
H 18.5574 -6.9000 7.2090
H 17.4810 -4.7149 10.1281
H 17.4121 -6.4193 10.1275
H 16.9020 -5.6728 8.7067
H 20.0988 -3.0730 12.2639
H 19.4259 -4.6773 12.4365
H 18.7539 -3.5048 11.3225
O 19.5182 -7.5208 13.8083
H 20.1564 -7.6998 14.5167
H 18.9803 -6.7171 14.1069
O 21.9991 -7.8959 9.5485
H 21.4416 -7.1772 9.9679
H 22.3746 -7.4792 8.7537
O 21.9465 -0.8047 13.2284
H 22.5010 -0.6254 13.9999
H 22.5115 -1.3332 12.6305
O 15.9215 -3.8976 6.9193
H 16.0649 -4.6958 6.3550
H 16.7911 -3.5039 7.0220
O 21.6287 -3.5563 14.4313
H 22.2846 -4.2026 14.7303
H 21.8620 -3.3607 13.5147
O 17.3876 -8.2941 12.0073
H 16.9873 -8.6022 12.8426
H 16.8096 -7.5770 11.6882
O 16.0134 -2.1363 10.7657
H 16.9663 -1.9967 10.6381
H 15.6907 -1.2837 11.0962
O 16.8193 -3.4147 13.3122
H 16.1822 -2.7115 13.5050
H 16.6143 -3.6790 12.3962
O 22.9921 -5.8725 7.0784
H 23.3029 -5.0268 7.4815
H 22.4396 -5.6203 6.3293
O 22.4217 -0.1642 9.0403
H 22.9268 -0.8078 9.5529
H 21.4786 -0.3018 9.3277
O 16.5991 -6.0125 5.1151
H 16.9216 -6.9104 5.3838
H 16.8936 -5.8739 4.2037
O 19.8426 -0.2559 10.2487
H 19.0374 0.0854 9.8324
H 19.5490 -0.6258 11.1013
O 22.1102 -2.4309 6.3979
H 21.2551 -2.8794 6.3099
H 21.9031 -1.4848 6.3287
O 19.2598 -9.8708 10.2684
H 18.4620 -9.9347 9.7130
H 19.8905 -10.5198 9.9067
O 14.8123 -7.9644 8.4348
H 14.5870 -7.2119 8.9998
H 14.0059 -8.1322 7.9174
O 19.1026 -0.8490 13.4364
H 20.0901 -0.7815 13.4200
H 18.9220 -1.6992 13.8656
O 16.5946 -8.6329 6.2787
H 17.4624 -8.3521 6.6094
H 15.9999 -8.5521 7.0615
O 24.2155 -1.9656 11.7657
H 24.9819 -1.4171 11.5350
H 24.4789 -2.8716 11.5428
O 18.2215 -5.3207 14.7559
H 18.9746 -4.8248 15.1170
H 17.6387 -4.6086 14.3022
O 21.7509 -8.7285 11.8672
H 22.2899 -8.7284 11.0159
H 22.3538 -8.9982 12.5801
O 24.2160 -3.3411 8.1371
H 24.9093 -2.6852 7.9914
H 23.4720 -3.0396 7.5477

[3]
Below is a 5-piece molecular cluster, C9H28BFO3 overall, with properties calculated with the ωB97M-V functional and the def2-TZVPD basis.

Computed properties:
Lowest unoccupied orbital energy: 5.08 eV
Total charge: -2

Geometry (Å):
F -0.7992 0.8698 0.4424
B -2.2663 4.2928 2.4617
H -1.8048 3.3273 1.9255
H -3.1258 4.7297 1.7217
H -2.7993 3.9422 3.4992
H -1.4285 5.1254 2.7308
C -0.7467 -2.8295 -0.3673
C -1.7886 -2.0023 -1.1377
C -2.9198 -2.8595 -1.6977
O -2.3670 -1.0204 -0.3216
H -0.4184 -3.6788 -0.9723
H -1.2165 -3.1522 0.5646
H 0.1018 -2.1915 -0.1271
H -1.2551 -1.5170 -1.9712
H -3.6117 -3.1143 -0.8897
H -2.5348 -3.7876 -2.1202
H -3.4829 -2.2040 -2.3634
H -1.6510 -0.3722 -0.0397
C 0.3811 0.8941 -2.7557
C 1.5069 1.4740 -1.9102
C 2.5115 2.2734 -2.7481
O 0.9975 2.3093 -0.9074
H -0.3926 0.4807 -2.1071
H 0.7694 0.1690 -3.4794
H -0.1123 1.6797 -3.3395
H 2.0886 0.6361 -1.4899
H 2.6520 1.7135 -3.6877
H 3.5035 2.2132 -2.2945
H 2.2395 3.2862 -3.0352
H 0.3404 1.7558 -0.4137
C 0.4561 -0.9938 2.9979
C 1.8183 -0.6510 2.4348
C 2.4326 -1.8129 1.6647
O 1.6929 0.4639 1.5541
H 0.4851 -1.7035 3.8338
H -0.1800 -1.3388 2.1808
H -0.0684 -0.1406 3.4340
H 2.5254 -0.2753 3.1828
H 2.3826 -2.7743 2.1986
H 3.4712 -1.6239 1.3975
H 1.8270 -2.0350 0.7831
H 0.7865 0.4424 1.1683

[4]
Below is C30H26N7NaO7S2Se2 as an isolated structure, with properties calculated with the ωB97M-V functional and the def2-TZVPD basis.

Computed properties:
Lowest unoccupied orbital energy: 3.73 eV
Total charge: -2
Energy relative to the best compared isomer or geometry (same formula, charge and spin): 28.6 kJ/mol

Geometry (Å):
Na 0.4328 -1.2762 0.2614
C 2.0871 7.4588 -2.4034
C 2.1220 6.2710 -1.4782
C 2.3487 6.4292 -0.1160
C 2.3897 5.3315 0.7340
C 2.2093 4.0566 0.2262
C 1.9805 3.8817 -1.1318
C 1.9351 4.9816 -1.9724
S 2.2941 2.6265 1.3143
O 3.6245 2.0938 1.1157
O 2.0171 3.1657 2.6392
N 1.2495 1.5965 0.7726
C -0.0960 1.8663 0.7593
C -0.7141 3.0421 1.2472
C -2.0727 3.2055 1.0816
C -2.8241 2.2103 0.4660
C -2.1559 1.0633 0.0694
N -0.8449 0.8869 0.2149
H 1.9354 8.3854 -1.8485
H 1.2830 7.3656 -3.1352
H 3.0244 7.5535 -2.9576
H 2.4815 7.4274 0.2887
H 2.5413 5.4505 1.7991
H 1.8144 2.8814 -1.5127
H 1.7375 4.8389 -3.0296
H -0.1237 3.7866 1.7598
H -2.5500 4.1096 1.4463
H -3.8921 2.2974 0.3199
H -2.6989 0.2295 -0.3619
Se 2.5771 -3.0059 2.6270
Se 2.4894 -1.0702 3.8716
C 0.6662 -0.4815 3.5804
C 0.2923 0.6985 4.2160
C -1.0265 1.0962 4.1082
C -1.9163 0.3150 3.3841
C -1.4259 -0.8113 2.7468
N -0.1516 -1.2041 2.8425
C 3.4411 -2.2518 1.0808
C 4.6084 -2.8257 0.5971
C 5.1984 -2.2440 -0.5132
C 4.6289 -1.1053 -1.0617
C 3.4665 -0.6095 -0.4899
N 2.8714 -1.1930 0.5432
H 1.0224 1.2989 4.7418
H -1.3524 2.0214 4.5678
H -2.9507 0.6020 3.2577
H -2.0558 -1.4117 2.0990
H 5.0338 -3.6940 1.0802
H 6.1037 -2.6667 -0.9329
H 5.0714 -0.6060 -1.9130
H 2.9840 0.2867 -0.8617
N 0.3052 -1.8358 -2.1305
N 0.6528 -3.1899 -2.3599
C 0.8908 -4.0399 -1.2153
O 0.8430 -5.2569 -1.4867
O 1.1203 -3.4827 -0.1209
H -0.7004 -1.7139 -2.0385
H 0.6463 -1.2822 -2.9037
H 0.0491 -3.6734 -3.0113
O -6.5665 -2.5984 -0.3889
S -5.4930 -2.5593 -1.3598
O -5.8822 -2.1690 -2.6984
N -4.2244 -1.7305 -0.8326
C -3.1462 -2.5142 -0.6547
O -2.0347 -2.1572 -0.2555
C -3.3995 -3.9624 -1.0113
C -2.5006 -5.0148 -0.9808
C -2.9599 -6.2655 -1.3791
C -4.2802 -6.4503 -1.7851
C -5.1755 -5.3851 -1.8164
C -4.6998 -4.1498 -1.4271
H -1.4700 -4.8695 -0.6780
H -2.2720 -7.1017 -1.3788
H -4.6130 -7.4368 -2.0873
H -6.2006 -5.5157 -2.1393

[5]
Below is a 3-piece molecular cluster, C3H10NO4 overall, with properties calculated with the ωB97M-V functional and the def2-TZVPD basis.

Computed properties:
Lowest unoccupied orbital energy: 3.81 eV
Total charge: -1
Energy relative to the best compared isomer or geometry (same formula, charge and spin): 393.9 kJ/mol

Geometry (Å):
O -2.4919 0.8478 2.3600
C -2.0397 0.9411 1.2237
C -1.7562 -0.1059 0.0827
N -1.0461 0.6429 -1.0406
C 0.5241 0.4813 -0.8314
O 0.7904 -0.3420 0.2143
H -1.8646 1.9861 0.8249
H -2.5911 -0.6653 -0.1964
H -1.1777 -0.8343 0.5055
H -1.3373 0.2352 -1.9143
H 0.8238 1.5702 -0.7099
H 0.9633 -0.2280 -1.6782
H 1.1882 -1.7663 -0.2096
H 0.2744 -2.8743 0.5002
O 0.9978 -2.8176 -0.1881
H 2.3974 0.3430 0.1920
H 3.2157 1.5963 0.7593
O 3.1295 0.9898 0.1059

[6]
Below is a 2-piece molecular cluster, C4H6O4 overall, with properties calculated with the ωB97M-V functional and the def2-TZVPD basis.

Computed properties:
Lowest unoccupied orbital energy: -3.82 eV
Energy relative to the best compared isomer or geometry (same formula, charge and spin): 629.9 kJ/mol

Geometry (Å):
O -0.4845 -0.1443 -2.5048
C -1.5417 -0.6806 -2.1157
O -1.8003 -1.1278 -0.9850
C 0.5278 0.1032 -0.1724
C -0.1327 -0.3771 1.0738
C 1.2381 0.4043 1.2460
O 2.2048 -0.1761 1.6726
O 1.0105 1.7419 1.4748
H -2.4061 -0.6725 -2.8071
H 1.0289 -0.5938 -0.8320
H -0.2021 0.7467 -0.6709
H -0.0153 -1.4359 1.2493
H -1.0834 0.0934 1.2777
H 1.6561 2.1186 2.0937

[7]
Below is C39H30ClNO6P2Pd as an isolated structure, with properties calculated with the ωB97M-V functional and the def2-TZVPD basis.

Computed properties:
Lowest unoccupied orbital energy: 3.78 eV
Total charge: -2
Energy relative to the best compared isomer or geometry (same formula, charge and spin): 125.9 kJ/mol

Geometry (Å):
Pd -1.8078 -0.9736 1.9970
O 2.1624 -0.9985 2.9478
C 0.8227 -0.6863 2.7595
O 0.1311 -1.6387 2.1317
C 0.2803 0.4885 3.1357
C 0.7829 1.5862 3.9452
C -0.0587 2.5578 4.3610
C -1.4791 2.5394 4.0423
C -1.9197 1.5236 3.2487
N -1.0790 0.6170 2.7316
C -3.3647 1.2509 2.8449
O -4.2528 2.0634 3.0771
O -3.5442 0.1197 2.2302
H 2.2556 -1.8337 2.4734
H 1.8245 1.5782 4.2441
H 0.3232 3.3568 4.9895
H -2.1693 3.2890 4.3991
C 0.8147 1.0560 -1.9383
P 0.0479 0.0881 -0.4800
C 0.3063 -1.6243 -1.0958
C -0.6991 -2.5867 -1.0252
C -0.4351 -3.9126 -1.3363
C 0.8372 -4.3031 -1.7298
C 1.8499 -3.3556 -1.7980
C 1.5848 -2.0331 -1.4737
C -1.6704 0.4637 -1.0495
C -2.2641 -0.0533 -2.1996
C -3.5084 0.3996 -2.6144
C -4.1757 1.3766 -1.8856
C -3.5889 1.9058 -0.7458
C -2.3406 1.4567 -0.3393
P 2.4744 1.8060 -1.6151
C 2.4831 3.1544 -2.8802
C 3.5798 3.4046 -3.7064
C 3.6021 4.4998 -4.5596
C 2.5333 5.3829 -4.5952
C 1.4510 5.1690 -3.7525
C 1.4329 4.0758 -2.9003
C 3.6265 0.6228 -2.4294
C 4.7143 0.1589 -1.6971
C 5.6039 -0.7590 -2.2455
C 5.4118 -1.2196 -3.5377
C 4.3267 -0.7645 -4.2797
C 3.4433 0.1477 -3.7283
H 0.1506 1.9145 -2.0433
H 0.7840 0.4941 -2.8752
H -1.6859 -2.3221 -0.6733
H -1.2291 -4.6423 -1.2370
H 1.0433 -5.3422 -1.9594
H 2.8543 -3.6462 -2.0862
H 2.3949 -1.3173 -1.5020
H -1.7556 -0.8179 -2.7751
H -3.9616 -0.0210 -3.5051
H -5.1576 1.7126 -2.1979
H -4.1120 2.6383 -0.1440
H -1.8837 1.8599 0.5577
H 4.4273 2.7305 -3.6914
H 4.4606 4.6616 -5.2010
H 2.5456 6.2327 -5.2665
H 0.6160 5.8589 -3.7540
H 0.5853 3.9423 -2.2384
H 4.8467 0.5079 -0.6795
H 6.4397 -1.1191 -1.6584
H 6.1018 -1.9355 -3.9676
H 4.1671 -1.1316 -5.2863
H 2.5965 0.4955 -4.3086
Cl -3.4305 -1.6613 7.8612
C -3.3046 -2.2600 6.2164
C -2.0542 -2.4151 5.6453
C -1.9637 -2.8769 4.3399
C -3.1121 -3.1867 3.6164
C -4.3529 -3.0394 4.2214
C -4.4599 -2.5708 5.5231
C -3.0445 -3.6507 2.1721
O -3.3903 -4.8083 1.9248
O -2.6418 -2.7971 1.3127
H -1.1639 -2.1557 6.2021
H -0.9888 -3.0043 3.8843
H -5.2451 -3.2863 3.6604
H -5.4253 -2.4369 5.9923

[8]
Below is one molecule with the formula C6H13NO, with properties calculated with the ωB97M-V functional and the def2-TZVPD basis.

Computed properties:
Lowest unoccupied orbital energy: 1.00 eV
SMILES: C=CCCCNCO
Energy relative to the best compared isomer or geometry (same formula, charge and spin): 387.4 kJ/mol

Geometry (Å):
C -2.6157 0.1864 -2.5134
C -2.0472 0.6485 -1.3869
C -0.5111 0.8796 -1.4013
C 0.1872 0.1002 -0.2748
C 1.4368 0.5169 0.5031
N 1.3942 0.0570 1.8819
C 1.4982 -1.3278 2.0005
O 0.1458 -1.7393 2.4617
H -3.7362 -0.0612 -2.7134
H -2.0381 -0.0303 -3.4160
H -2.4731 1.1099 -0.5233
H -0.1084 0.4885 -2.3782
H -0.3534 2.0583 -1.5765
H -0.5692 -0.0988 0.5643
H 0.4688 -0.8822 -0.7519
H 2.5012 0.5162 0.0145
H 1.4367 1.6730 0.4939
H 2.1127 0.6494 2.4762
H 2.2049 -1.7970 2.7012
H 1.5522 -1.9067 0.9992
H -0.4862 -1.0404 2.8393

[9]
Below is C23H9Cl2F7MoN2Se as an isolated structure, with properties calculated with the ωB97M-V functional and the def2-TZVPD basis.

Computed properties:
Spin multiplicity: 3
Lowest unoccupied orbital energy (alpha / beta): -0.91 / -1.18 eV
Energy relative to the best compared isomer or geometry (same formula, charge and spin): 91.0 kJ/mol

Geometry (Å):
Mo -0.4674 0.9384 0.4862
F 4.1546 -0.7600 -1.9860
C 3.5031 -0.4742 -0.8525
C 2.1426 -0.2467 -0.8919
C 1.4597 0.0735 0.2763
C 2.1728 0.0890 1.5001
C 3.5491 -0.1204 1.4778
F 4.2654 -0.0469 2.6160
C 4.2368 -0.3926 0.3176
C 1.3635 0.2829 2.7006
C 1.7806 0.0765 4.0165
C 0.8560 0.1117 5.0390
C -0.4811 0.3666 4.7478
C -0.8291 0.6033 3.4417
N 0.0633 0.5729 2.4373
H 1.6287 -0.2982 -1.8437
H 5.3087 -0.5276 0.3210
H 2.8163 -0.1324 4.2248
H 1.1655 -0.0771 6.0584
H -1.2365 0.3750 5.5193
H -1.8498 0.8202 3.1637
F -0.4652 8.6845 0.3896
C -0.2096 7.3884 0.2455
C 0.9969 6.8652 0.6775
F 1.8981 7.6671 1.2452
C 1.2546 5.5168 0.5202
F 2.4202 5.0369 0.9542
C 0.3284 4.6514 -0.0565
Se 0.8555 2.8272 -0.3219
C -0.8711 5.2072 -0.4764
F -1.7995 4.4314 -1.0322
C -1.1494 6.5545 -0.3320
F -2.3152 7.0502 -0.7462
Cl -3.6463 -1.9101 2.2494
C -4.1780 -0.9853 0.8851
C -5.4943 -1.0198 0.4686
C -5.8999 -0.2658 -0.6240
C -4.9857 0.5214 -1.3134
C -3.6790 0.5459 -0.8859
Cl -2.4481 1.5063 -1.6322
C -3.2209 -0.1929 0.2288
N -1.9262 -0.0728 0.5651
H -6.2060 -1.6385 0.9978
H -6.9347 -0.2824 -0.9358
H -5.2941 1.1200 -2.1597

[10]
Below is a 2-piece molecular cluster, C4H8O4 overall, with properties calculated with the ωB97M-V functional and the def2-TZVPD basis.

Computed properties:
Lowest unoccupied orbital energy: 0.82 eV
SMILES: CC(=O)O.CC(=O)O
Energy relative to the best compared isomer or geometry (same formula, charge and spin): 76.3 kJ/mol

Geometry (Å):
C -0.2629 2.2308 -2.5491
C -0.1525 1.0462 -1.6103
O 0.8773 0.5052 -1.0968
O -1.3965 0.6580 -1.1374
H 0.7046 2.6602 -2.8224
H -0.6805 1.9148 -3.5201
H -0.8306 3.0018 -1.9247
H -1.2498 -0.0199 -0.4141
C 0.3457 -2.0153 2.7262
C 0.1345 -1.2597 1.4060
O -0.9233 -0.9927 0.8521
O 1.3136 -0.7607 1.0080
H -0.6935 -2.4250 2.8636
H 0.9898 -2.7768 2.5285
H 0.6411 -1.3562 3.5932
H 1.1829 -0.4107 0.0974

[11]
Below is a 2-piece molecular cluster, CCl3F2N overall, with properties calculated with the ωB97M-V functional and the def2-TZVPD basis.

Computed properties:
Lowest unoccupied orbital energy: -1.41 eV
SMILES: F/C(Cl)=N\Cl.FCl
Energy relative to the best compared isomer or geometry (same formula, charge and spin): 38.3 kJ/mol

Geometry (Å):
F -1.2676 -1.9291 -0.3030
C -0.6885 -0.8444 0.2278
Cl -1.4509 0.5554 -0.2928
N 0.1134 -0.8663 1.1824
Cl 0.7406 -2.3341 1.7086
F 1.3597 2.4537 -0.4642
Cl 1.1933 2.9647 -2.0588

no.,M (g mol⁻¹)
1,686.9
2,647.0
3,214.1
4,841.6
5,124.1
6,118.1
7,812.5
8,115.2
9,692.1
10,120.1
11,170.4